1.
# C29H58N2O8P

A cluster of 6 separate species, C29H58N2O8P in total in a non-equilibrium geometry (wB97M-V/def2-TZVPD, OMol25).

XYZ file:
```
98
Properties=species:S:1:pos:R:3:forces:R:3:mulliken_charge:R:1
C 6.91567 -2.97311 -1.71334 0.582 0.532 0.096 -0.874
C 6.79354 -2.12410 -3.14932 1.148 -0.345 2.364 0.284
O 5.84536 -2.88530 -3.97822 -2.642 2.768 -1.229 -0.392
P 4.78738 -1.85164 -4.89810 3.007 1.808 -2.785 0.728
O 5.56911 -1.19058 -6.12059 -3.167 -2.256 4.584 -0.715
C 3.35536 -2.98404 -5.57851 0.176 -1.286 0.581 -0.680
C 2.59353 -3.81589 -4.34541 1.819 0.072 -1.165 -0.538
N 1.44743 -3.01138 -3.77246 -3.207 2.055 2.710 0.273
C 1.48533 -2.82457 -2.27209 -5.439 3.331 -1.894 -0.031
C 0.15905 -1.89992 -1.94845 3.456 -2.702 -3.049 -0.541
N -0.53167 -1.64113 -3.27260 4.668 -3.055 0.380 -0.081
C 0.24741 -2.34104 -4.40451 1.365 0.007 4.685 -0.186
O 4.04579 -0.69761 -3.82544 1.485 -1.538 -2.502 0.042
C 4.23194 0.69174 -4.28117 -0.269 2.976 0.820 -0.325
C 3.07931 1.58610 -3.46315 0.362 -2.042 0.148 -0.533
H 7.13255 -2.18328 -0.84565 -0.655 -1.745 -1.882 0.229
H 7.85016 -3.69631 -1.71846 -2.103 1.340 -0.132 0.300
H 5.92265 -3.59153 -1.48748 2.195 1.459 -0.539 0.198
H 7.84528 -2.10213 -3.66808 -2.237 0.077 0.849 0.271
H 6.43843 -1.05176 -2.84381 0.587 -2.018 -1.012 -0.153
H 3.90097 -3.80406 -6.25043 -1.152 1.960 1.400 0.356
H 2.60807 -2.36614 -6.23774 1.637 -1.085 1.342 0.354
H 3.41715 -3.90246 -3.48680 -2.092 0.030 -1.780 0.234
H 2.29972 -4.89691 -4.71189 0.205 2.379 0.868 0.310
H 2.27707 -3.25550 -1.50733 -1.806 1.002 -2.169 0.347
H -0.13444 -1.54904 -0.85710 0.193 -0.571 -2.891 0.438
H -1.41628 -1.06199 -3.35516 1.612 -1.125 -0.133 0.323
H -0.02849 -2.35936 -5.54138 0.612 0.101 2.655 0.349
H 5.27418 1.12704 -3.90247 -2.060 -1.293 -1.071 0.189
H 4.10018 0.85503 -5.43363 0.422 -0.713 2.263 0.372
H 3.30085 1.37931 -2.31523 -0.510 0.831 -2.365 -0.041
H 2.04986 1.04324 -3.68951 1.928 1.488 0.369 0.178
H 3.09217 2.72036 -3.74950 -0.023 -2.337 0.581 0.329
C -4.12312 -3.59551 -0.78772 0.087 -0.636 -0.019 -0.586
C -5.07048 -2.54167 -0.27521 -0.539 0.288 -0.163 -0.498
C -4.17647 -1.72727 0.63427 -0.175 0.213 0.550 -0.217
O -2.85103 -1.80297 0.09150 0.169 -0.272 -0.425 -0.424
C -2.82929 -2.82195 -0.91766 0.142 0.207 0.164 -0.148
H -4.44201 -4.05371 -1.72732 0.065 0.037 0.106 0.364
H -4.01064 -4.38904 -0.03939 0.032 0.065 -0.143 0.280
H -5.42056 -1.92099 -1.10845 -0.037 -0.049 0.125 0.251
H -5.94484 -2.94872 0.23891 0.137 0.164 -0.043 0.315
H -4.14827 -2.14826 1.64488 -0.084 0.055 -0.020 0.214
H -4.48787 -0.68081 0.70075 0.151 -0.114 0.001 0.158
H -2.76014 -2.32570 -1.89182 -0.058 -0.089 -0.160 -0.011
H -1.94699 -3.45403 -0.78459 0.022 0.082 0.019 0.318
C -8.52223 -0.78702 4.14475 -0.026 -0.404 0.522 -0.638
C -7.75810 0.44238 3.72593 -0.160 0.640 -0.038 -0.006
C -6.85277 -0.10119 2.64216 0.312 -0.079 -0.202 -0.524
O -7.55176 -1.19006 2.02337 0.019 0.093 0.221 -0.377
C -8.69107 -1.51782 2.83071 -0.276 -0.165 -0.344 -0.495
H -9.47369 -0.56719 4.63554 0.104 -0.055 -0.076 0.321
H -7.91257 -1.38722 4.83061 -0.121 0.024 -0.039 0.296
H -8.44805 1.18084 3.30080 0.198 -0.033 0.060 0.015
H -7.20852 0.91804 4.54216 -0.044 -0.017 -0.141 0.317
H -5.92252 -0.49733 3.06295 0.077 0.077 0.056 0.210
H -6.60236 0.65117 1.88870 -0.052 -0.107 0.003 0.278
H -9.58616 -1.17651 2.29934 -0.044 -0.062 0.070 0.277
H -8.75309 -2.60207 2.95820 0.063 0.079 -0.118 0.315
C 7.85039 2.74241 -0.61024 0.097 0.527 -0.279 -0.687
C 6.92704 2.08450 0.38239 -0.076 -0.048 0.630 -0.443
C 6.23236 1.04599 -0.47115 -0.366 -0.251 -0.115 0.035
O 7.16262 0.65515 -1.49046 0.010 0.215 0.103 -0.256
C 8.26258 1.57559 -1.48082 0.423 -0.237 -0.219 -0.517
H 8.70056 3.25150 -0.14923 -0.088 -0.075 -0.098 0.368
H 7.29332 3.47504 -1.20628 0.105 -0.040 0.058 0.266
H 7.51508 1.59175 1.16564 -0.091 0.041 -0.040 0.255
H 6.23113 2.77741 0.86209 0.054 -0.177 -0.089 0.278
H 5.34992 1.46441 -0.96673 -0.083 0.002 0.131 -0.113
H 5.92585 0.16751 0.10400 0.019 0.062 -0.171 0.177
H 9.13012 1.05476 -1.06114 0.048 0.082 -0.045 0.286
H 8.49899 1.87846 -2.50458 -0.057 -0.141 0.050 0.317
C -6.84961 5.82991 4.08976 0.096 0.595 -0.280 -0.522
C -7.77296 5.17200 5.08239 -0.036 -0.120 0.644 -0.620
C -8.46764 4.13349 4.22885 -0.342 -0.178 -0.244 -0.301
O -7.53738 3.74265 3.20954 0.078 0.254 0.184 -0.341
C -6.43742 4.66309 3.21918 0.219 -0.331 -0.170 -0.457
H -5.99944 6.33900 4.55077 -0.088 -0.065 -0.080 0.333
H -7.40668 6.56254 3.49372 0.112 -0.056 0.060 0.252
H -7.18492 4.67925 5.86564 -0.102 0.060 -0.040 0.272
H -8.46887 5.86491 5.56209 0.068 -0.114 -0.060 0.340
H -9.35008 4.55191 3.73327 -0.051 -0.012 0.095 0.267
H -8.77415 3.25501 4.80400 0.044 0.004 -0.137 0.259
H -5.56988 4.14226 3.63886 0.082 0.072 -0.023 0.265
H -6.20101 4.96596 2.19542 -0.072 -0.128 0.045 0.261
C 3.12081 0.71330 3.65267 0.008 0.304 0.590 -0.610
C 2.14964 0.33109 2.56571 -0.410 -0.478 -0.172 -0.559
C 2.65625 1.13793 1.39013 0.091 0.387 -0.219 -0.193
O 4.07380 1.27545 1.55976 -0.377 -0.106 0.191 -0.234
C 4.41771 0.84875 2.88523 0.434 -0.100 -0.088 -0.481
H 3.18035 -0.01539 4.46504 0.022 0.108 -0.101 0.332
H 2.83666 1.68213 4.08042 0.054 -0.137 -0.006 0.277
H 2.23799 -0.74012 2.34945 -0.051 0.076 0.019 0.258
H 1.10668 0.54527 2.81243 0.116 -0.019 -0.053 0.357
H 2.22171 2.14315 1.38114 -0.097 -0.048 -0.052 0.247
H 2.44518 0.65795 0.43017 0.123 0.065 -0.031 0.018
H 4.93220 -0.11486 2.80285 0.048 -0.003 0.103 0.269
H 5.10101 1.57145 3.33966 -0.029 -0.042 -0.158 0.326
```
Forces are in eV/Å.

* highest occupied orbital energy: -0.400 Ha
* max |F|: 6.65 eV/Å
* charge: +1
* E_tot: -2192.03463 Eh

2.
# C29H59BrNO10S2

A structure of composition C29H59BrNO10S2 in a non-equilibrium geometry (wB97M-V/def2-TZVPD, OMol25).

XYZ file:
```
102
Properties=species:S:1:pos:R:3:forces:R:3:mulliken_charge:R:1
C -3.76027 -2.61180 -3.34687 0.109 0.810 -0.684 -0.559
C -2.31799 -2.13146 -3.80196 -0.590 -0.759 0.153 -0.397
C -1.17213 -2.85745 -3.01792 -0.218 0.568 -0.747 -0.705
C -1.22775 -2.61360 -1.48228 -0.504 -1.180 0.396 0.295
C -0.85982 -3.93299 -0.70295 -0.237 0.994 0.252 -1.374
S -0.23114 -1.16308 -0.93057 3.120 2.313 -1.794 0.837
O 0.10337 -0.40933 -2.18894 -1.722 -1.013 1.916 -0.555
O 1.05757 -1.53830 -0.29289 -2.502 -0.301 -0.118 -0.699
N -1.21485 -0.12477 -0.02993 0.744 -1.714 1.808 -0.227
S -1.11149 -0.42645 1.62772 2.996 -0.065 -0.031 0.956
O -0.34550 0.63974 2.34086 -1.994 -1.711 -1.526 -0.513
O -0.71005 -1.80303 1.99915 -1.112 2.047 -0.713 -0.553
Br -3.22591 -0.19831 2.40975 0.260 0.028 -0.404 -0.308
H -3.72635 -3.35737 -2.52777 -0.081 0.365 -0.470 0.261
H -4.33569 -1.71708 -3.01478 0.266 -0.745 0.066 0.266
H -4.32450 -3.02586 -4.21948 0.547 0.146 0.971 -0.065
H -2.25220 -1.02907 -3.70711 0.236 -0.666 0.041 0.202
H -2.24548 -2.38690 -4.88409 0.291 0.279 0.676 0.410
H -0.21340 -2.54456 -3.48354 -0.391 -0.105 0.651 0.089
H -1.24744 -3.95400 -3.21408 -0.130 0.662 0.307 0.453
H -2.27448 -2.37909 -1.18299 0.778 0.232 -0.242 0.268
H -0.55781 -3.65943 0.33068 0.035 -0.386 -0.669 0.312
H -1.78311 -4.54947 -0.62286 0.665 0.246 -0.243 0.347
H -0.06626 -4.47305 -1.24949 -0.310 0.194 0.488 0.344
C -0.66120 4.51406 -2.18234 0.228 0.193 0.087 -0.639
C -0.85267 3.09789 -1.66861 -0.015 -0.245 -0.382 -0.115
C -1.54873 3.32579 -0.35091 0.010 0.026 0.488 -0.021
O -2.31947 4.53566 -0.49017 0.159 0.104 -0.276 -0.423
C -1.93046 5.19700 -1.70076 -0.285 -0.106 0.099 -0.530
H -0.52493 4.57804 -3.26277 -0.033 0.001 0.025 0.351
H 0.21059 4.96749 -1.70023 -0.020 0.024 -0.046 0.287
H -1.51243 2.54730 -2.34456 0.092 -0.083 0.031 0.095
H 0.07433 2.53632 -1.56490 -0.094 -0.076 -0.006 0.238
H -0.82572 3.48031 0.45713 -0.004 -0.110 0.021 0.091
H -2.20123 2.49602 -0.07929 -0.029 0.096 0.041 0.078
H -2.74464 5.07785 -2.42555 0.049 0.070 -0.085 0.276
H -1.78982 6.26349 -1.50874 -0.070 -0.018 0.082 0.289
C 3.47847 0.06438 4.61771 0.117 0.246 0.005 -0.582
C 2.57090 -0.59446 3.59391 -0.198 -0.121 0.027 -0.056
C 3.57201 -1.28278 2.68516 0.072 0.054 -0.208 -0.368
O 4.70392 -1.62933 3.50616 -0.055 0.163 0.162 -0.463
C 4.58523 -0.96549 4.76663 0.032 -0.262 -0.016 -0.146
H 2.98248 0.29450 5.56166 0.015 -0.019 -0.017 0.392
H 3.88545 0.99495 4.20927 -0.002 -0.015 0.048 0.270
H 1.93727 -1.33879 4.08383 -0.036 0.043 -0.073 0.194
H 1.92531 0.10271 3.06341 -0.027 -0.093 0.000 0.028
H 3.92072 -0.60950 1.89544 -0.081 -0.023 -0.032 0.277
H 3.16766 -2.18182 2.21982 0.079 0.015 0.012 0.197
H 4.32763 -1.71870 5.52102 0.009 0.078 0.106 0.245
H 5.54538 -0.51704 5.03641 0.051 -0.075 -0.051 0.007
C -7.93212 -5.55257 -5.50821 -0.279 0.058 0.148 -0.539
C -7.39723 -4.97841 -6.80674 0.105 -0.151 -0.260 -0.567
C -6.46480 -3.88912 -6.30622 0.048 0.239 0.151 -0.488
O -5.95895 -4.32869 -5.03953 -0.400 -0.247 -0.284 -0.303
C -6.71643 -5.46347 -4.60251 0.280 -0.069 0.061 -0.498
H -8.31863 -6.56767 -5.60176 0.031 0.019 0.014 0.327
H -8.73365 -4.91586 -5.12274 0.018 -0.046 0.005 0.268
H -6.82685 -5.74198 -7.34354 -0.022 0.041 -0.007 0.269
H -8.17246 -4.60105 -7.47393 0.028 0.015 0.026 0.324
H -7.00154 -2.94760 -6.14741 -0.010 0.011 -0.092 0.301
H -5.63202 -3.70337 -6.98672 0.042 0.013 0.096 0.304
H -6.08184 -6.35099 -4.70096 -0.067 -0.054 0.046 0.274
H -6.98259 -5.34185 -3.55144 0.091 0.068 -0.010 0.282
C 3.38481 0.37564 -4.50841 0.205 -0.129 0.151 -0.576
C 3.67468 0.83195 -5.92779 -0.030 0.265 -0.121 -0.523
C 3.25609 -0.38164 -6.74052 -0.070 -0.290 0.038 -0.504
O 2.19956 -1.01689 -6.01639 0.267 0.192 -0.065 -0.423
C 2.12492 -0.44886 -4.69558 -0.325 0.027 0.024 0.179
H 3.25380 1.19357 -3.80085 -0.045 -0.050 -0.007 0.315
H 4.19929 -0.26022 -4.14884 -0.031 0.036 0.023 0.327
H 3.04086 1.68755 -6.17935 0.035 -0.023 -0.014 0.253
H 4.71422 1.11723 -6.09527 -0.020 -0.024 -0.016 0.350
H 4.07982 -1.09885 -6.83687 0.079 0.069 -0.072 0.274
H 2.90626 -0.11834 -7.74145 -0.044 -0.065 0.011 0.269
H 1.22985 0.17758 -4.64661 0.014 -0.053 0.148 -0.001
H 2.02952 -1.24440 -3.95758 -0.089 0.019 -0.066 0.058
C 7.95807 1.45751 6.10840 0.072 -0.290 -0.131 -0.498
C 6.98416 1.86780 7.19593 -0.254 0.237 0.026 -0.443
C 7.86557 1.85221 8.43205 0.154 -0.160 0.122 -0.443
O 9.18942 2.18676 7.99627 -0.161 -0.051 -0.137 -0.390
C 9.23848 2.13499 6.56424 0.081 0.233 0.054 -0.482
H 7.65020 1.75842 5.10721 0.019 -0.007 0.030 0.395
H 8.08508 0.37125 6.11531 0.005 0.040 -0.048 0.242
H 6.62326 2.88275 7.00658 -0.025 -0.044 0.026 0.261
H 6.11966 1.20952 7.28238 0.029 0.013 0.000 0.282
H 7.90021 0.85454 8.88314 -0.090 0.007 0.027 0.272
H 7.53936 2.56517 9.19150 0.105 0.010 -0.002 0.272
H 9.29770 3.16347 6.19115 0.015 -0.034 -0.088 0.265
H 10.13496 1.59893 6.24812 0.021 0.026 0.102 0.271
C -3.12158 4.04527 5.39697 0.210 -0.091 0.250 -0.549
C -2.81806 4.51781 3.98716 -0.127 0.277 -0.124 -0.546
C -3.23163 3.31533 3.15854 0.157 -0.311 -0.171 0.134
O -4.30237 2.67186 3.87145 0.097 0.325 0.231 -0.386
C -4.38210 3.22444 5.18812 -0.235 -0.069 -0.208 -0.479
H -3.25679 4.85650 6.11386 -0.025 -0.024 -0.010 0.348
H -2.31220 3.40311 5.75577 -0.039 0.017 0.001 0.257
H -3.44740 5.37843 3.73977 0.046 -0.009 -0.006 0.292
H -1.77729 4.80175 3.83249 -0.023 -0.052 -0.023 0.331
H -2.41076 2.59790 3.06232 0.024 0.066 -0.062 -0.109
H -3.57072 3.59097 2.15875 -0.055 -0.076 0.037 0.155
H -5.27831 3.85484 5.23660 0.002 0.031 0.120 0.265
H -4.48489 2.41763 5.91681 -0.030 -0.044 -0.070 0.275
```
Forces are in eV/Å.

* highest occupied orbital energy: -0.238 Ha
* max |F|: 4.28 eV/Å
* charge: -1
* E_tot: -5317.85454 Eh

Look up the charge of the second one.
-1

Among the records above, which one has the lowest E_tot?
C29H59BrNO10S2

The lowest charge belongs to which entry?
C29H59BrNO10S2